Entry 1:
This record from the Open Molecules 2025 dataset describes a 2-piece molecular cluster, C2N2S overall at a distorted geometry. The level of theory is ωB97M-V with the def2-TZVPD basis set.

Last column: Mulliken charge in e.
Atoms and positions in Å:
1 C 1.410 0.167 -0.169  0.018
2 C -1.136 -0.899 0.573  0.116
3 N 2.374 0.695 0.138  -0.296
4 N -0.762 -0.513 -0.611  -0.024
5 S -1.886 0.551 0.070  0.186

Summary:
HOMO (alpha / beta) = -10.7 / -10.7 eV
Gap between HOMO and LUMO (alpha / beta) = 0.242 / 0.242 Eh
Net charge = 0
LUMO energy (alpha / beta) = -0.150 / -0.150 Ha

***

Entry 2:
This record from the Open Molecules 2025 dataset describes C9H9N3O in the gas phase at a distorted geometry. The level of theory is ωB97M-V with the def2-TZVPD basis set.

Last column: Mulliken charge in e.
Atoms and positions in Å:
1 C -1.398 -0.838 -3.612  -1.095
2 C -0.891 -0.226 -2.320  1.040
3 C -0.785 1.159 -2.244  -0.302
4 C -0.260 1.893 -1.071  -1.040
5 C -0.039 1.027 0.005  0.158
6 N 0.284 1.529 1.390  -0.330
7 C 0.608 0.441 2.292  0.580
8 N 0.866 1.110 3.357  -0.448
9 N 0.568 -0.821 2.248  -0.672
10 C 0.491 -1.376 0.936  0.383
11 O 0.741 -2.497 0.538  -0.585
12 C 0.141 -0.423 -0.173  0.378
13 C -0.232 -1.086 -1.400  -0.758
14 H -0.680 -0.239 -4.424  0.296
15 H -2.570 -0.681 -3.798  0.260
16 H -1.022 -2.031 -3.494  0.280
17 H -1.316 1.524 -3.264  0.189
18 H -0.442 2.868 -0.938  0.479
19 H 1.112 2.255 1.514  0.326
20 H 1.134 0.613 4.265  0.303
21 H 0.231 1.743 3.605  0.225
22 H -0.206 -2.225 -1.212  0.334

Summary:
HOMO = -8.7 eV
Gap between HOMO and LUMO = 0.331 Eh
SMILES string = Cc1ccc2[nH]c(N)nc(=O)c2c1
Net charge = 0
LUMO energy = 0.010 Ha

***

Entry 3:
This record from the Open Molecules 2025 dataset describes C31H34AsCl3N8O3SV as an isolated structure at a distorted geometry. The level of theory is ωB97M-V with the def2-TZVPD basis set.

Last column: Mulliken spin population.
Atoms and positions in Å:
1 V -0.319 1.350 -1.334  2.850
2 Cl 7.052 0.592 0.530  0.000
3 C 5.333 0.325 0.640  0.000
4 C 4.476 1.278 0.119  0.001
5 C 3.110 1.060 0.205  -0.037
6 Cl 2.006 2.316 -0.348  0.010
7 C 2.590 -0.096 0.761  0.002
8 O 1.257 -0.314 0.870  0.020
9 C 3.481 -0.999 1.292  0.008
10 Cl 2.435 -2.298 2.384  -0.001
11 C 4.841 -0.822 1.261  0.001
12 H 4.860 2.177 -0.341  0.000
13 H 5.508 -1.541 1.720  0.000
14 O -1.483 0.422 0.099  0.008
15 N -2.697 0.196 -0.208  0.013
16 N -2.995 0.503 -1.408  0.011
17 O -2.111 1.007 -2.253  -0.023
18 C -4.349 0.347 -1.846  -0.006
19 C -4.688 0.831 -3.099  0.007
20 C -5.996 0.692 -3.542  -0.002
21 C -6.946 0.076 -2.744  0.004
22 C -6.585 -0.409 -1.492  -0.002
23 C -5.286 -0.281 -1.033  0.003
24 H -3.928 1.298 -3.706  0.003
25 H -6.268 1.065 -4.521  0.000
26 H -7.964 -0.032 -3.094  0.000
27 H -7.320 -0.898 -0.867  0.000
28 H -4.995 -0.658 -0.064  0.000
29 N -1.288 5.471 -1.305  0.006
30 C -1.909 5.285 -0.089  -0.005
31 C -1.737 3.971 0.223  0.016
32 N -1.025 3.359 -0.774  -0.033
33 C -0.769 4.281 -1.678  0.040
34 C -0.013 3.903 -2.858  0.035
35 N 0.359 2.648 -2.999  -0.035
36 C 1.095 2.587 -4.152  0.013
37 C 1.162 3.825 -4.714  -0.007
38 N 0.453 4.658 -3.878  0.006
39 H -1.242 6.340 -1.808  -0.001
40 H -2.407 6.087 0.425  0.000
41 H -2.071 3.425 1.088  0.002
42 H 1.523 1.663 -4.499  0.003
43 H 1.640 4.184 -5.607  0.000
44 H 0.316 5.643 -4.016  -0.001
45 C -0.294 -1.487 -3.883  0.006
46 As 0.564 -0.974 -2.203  0.081
47 C 2.405 -1.486 -2.559  -0.004
48 C -0.017 -2.452 -1.019  0.006
49 C 0.877 -2.654 0.148  0.002
50 C 0.930 -1.703 1.232  0.009
51 C 1.802 -3.168 3.857  0.000
52 C 3.389 -2.742 3.840  -0.001
53 C 2.759 -3.678 1.232  0.004
54 C 1.866 -3.643 0.216  -0.001
55 H 0.102 -2.441 -4.233  -0.002
56 H -0.144 -0.727 -4.650  -0.001
57 H -1.364 -1.581 -3.705  0.003
58 H 2.428 -2.482 -3.003  -0.002
59 H 2.953 -1.506 -1.617  0.000
60 H 2.876 -0.774 -3.236  0.000
61 H -0.071 -3.343 -1.650  -0.001
62 H -1.036 -2.188 -0.717  -0.001
63 H 0.109 -1.588 1.942  -0.010
64 H 1.757 -4.236 3.657  0.000
65 H 3.811 -3.759 3.935  0.000
66 H 3.548 -4.339 1.546  0.000
67 H 1.910 -4.396 -0.570  -0.001
68 C -0.395 0.638 4.327  0.000
69 N -0.047 -0.759 4.421  0.000
70 C 1.031 -1.185 5.309  0.000
71 C 1.024 -2.683 5.059  0.000
72 N -0.437 -2.863 4.934  0.000
73 C -0.978 -1.754 4.354  0.000
74 S -2.486 -1.660 3.659  0.000
75 H 0.448 1.193 3.912  -0.001
76 H -0.646 1.050 5.311  0.000
77 H -1.255 0.735 3.668  0.000
78 H 0.755 -0.978 6.351  0.000
79 H 1.991 -0.730 5.080  0.000
80 H 1.401 -3.238 5.922  0.000
81 H 2.153 -1.187 3.155  0.000
82 H -0.822 -3.745 4.634  0.000

Summary:
HOMO (alpha / beta) = -5.2 / -5.3 eV
Gap between HOMO and LUMO (alpha / beta) = 0.170 / 0.170 Eh
2S+1 = 4
Net charge = 0
LUMO energy (alpha / beta) = -0.023 / -0.023 Ha

***

Table of energy (eV), in record order: -15881.31211, -15993.59953, -185674.91073
Table of ΔE to the lowest compared entry with this formula, charge and spin (kJ/mol), in record order: 635.3, 284.6, 1683.8